a.
Formula: C4H13N3
Source: OMol25
Level of theory: wB97M-V/def2-TZVPD

Element x y z (Å)
C 0.3950 -1.0377 0.2815
C -1.0446 -1.0022 -0.2229
C -0.9674 -0.2271 -1.5812
N -2.3668 -0.0414 -2.1183
N 1.2019 0.1009 0.0919
C 1.0345 1.1364 1.1010
N 1.7189 0.8049 2.3878
H 0.7757 -1.9295 -0.3469
H 0.5172 -1.4593 1.2985
H -1.5610 -0.2120 0.4070
H -1.4078 -2.0387 -0.2872
H -0.3143 -0.5365 -2.3827
H -0.4248 0.6699 -1.3099
H -2.4885 0.9593 -2.0055
H -2.8418 -0.3823 -1.2668
H 2.0291 -0.0935 -0.4349
H 1.2801 2.0645 0.5059
H -0.1002 1.0771 1.2013
H 1.9612 1.8661 2.5697
H 2.6038 0.2810 2.1117

The HOMO energy (alpha / beta) is 1.22 / -4.77 eV. As for the spin multiplicity: 2. As for the total charge: -1. Its expectation value of S² is 0.75. The calculation puts the orbital gap (alpha / beta) at 0.10378 / 0.32062 Eh.

Atomic partial charges in e from the Mulliken method, atoms 1 to 2:
1 C -0.9596
2 C -0.7799



b.
Formula: C4H13N3
Source: OMol25
Level of theory: wB97M-V/def2-TZVPD

Element x y z (Å)
N -0.1937 -0.1603 -1.7203
C 0.2094 -0.0059 -0.2047
C -0.6755 -0.8087 0.8463
C -2.0519 -0.5949 0.3600
N -2.2303 0.8320 0.4542
C 1.7289 -0.1763 0.2945
N 2.8198 0.5914 -0.4096
H 0.2774 -1.0347 -2.0242
H 0.1411 0.6310 -2.2053
H 0.0454 1.0476 -0.1034
H -0.6425 -0.4264 1.8628
H -0.5058 -1.8752 0.8505
H -2.3553 -0.7443 -0.7205
H -2.8177 -1.0933 0.9956
H -1.4624 1.3160 1.0397
H -2.1870 1.3794 -0.5142
H 1.6752 0.0930 1.4055
H 2.1072 -1.3125 0.4401
H 2.5090 1.5326 -0.7606
H 3.6089 0.8097 0.1136

The HOMO energy (alpha / beta) is 1.22 / -5.05 eV. As for the spin multiplicity: 2. As for the total charge: -1. Its expectation value of S² is 0.75. The calculation puts the orbital gap (alpha / beta) at 0.10842 / 0.33414 Eh.

Atomic partial charges in e from the Mulliken method, atoms 1 to 2:
1 N -0.3474
2 C -1.1208



c.
Formula: C4H13N3
Source: OMol25
Level of theory: wB97M-V/def2-TZVPD

Element x y z (Å)
N -0.5781 -0.2563 -2.7491
C -1.7141 -0.8667 -1.8859
C -1.1438 -1.2560 -0.4265
N -0.4840 0.1009 0.1506
C 0.6539 -0.0825 1.1274
C 1.0864 1.0018 2.0290
N 1.7933 1.9752 1.1752
H -0.4230 0.7118 -2.5726
H 0.1654 -0.7621 -2.3093
H -1.7963 -1.8125 -2.3684
H -2.6525 -0.2685 -1.9120
H -1.9783 -1.8007 0.0827
H -0.2829 -1.9407 -0.3218
H -1.1147 0.7294 0.4948
H 0.4285 -0.9193 1.7209
H 1.5332 -0.3666 0.4768
H 0.1833 1.5668 2.4743
H 1.7788 0.5802 2.8446
H 1.8967 1.4634 0.2592
H 2.6480 2.2024 1.7102

The HOMO energy (alpha / beta) is 1.34 / -5.06 eV. As for the spin multiplicity: 2. As for the total charge: -1. Its expectation value of S² is 0.75. The calculation puts the orbital gap (alpha / beta) at 0.09735 / 0.33110 Eh.

Atomic partial charges in e from the Mulliken method, atoms 1 to 2:
1 N -0.8519
2 C -0.8403



Ranked by calculated energy, most stable first: b, a, c.



a.
Formula: C18H24N2O2
Source: OMol25
Level of theory: wB97M-V/def2-TZVPD

Element x y z (Å)
C -5.0826 -2.1490 2.7527
C -4.7301 -1.0133 1.8592
C -5.2683 -0.6423 0.6541
C -4.5802 0.5052 0.2215
C -3.6427 0.8096 1.1758
C -2.6474 1.9159 1.1845
N -1.3266 1.4592 0.7769
C -0.6247 2.0944 -0.1958
O -1.0074 3.1335 -0.6998
C 0.6536 1.4408 -0.5902
C 1.3983 0.6263 0.2536
C 2.5910 0.0640 -0.1649
C 3.0682 0.3038 -1.4509
O 4.2228 -0.1649 -1.9847
C 5.0508 -1.0867 -1.3050
C 4.7715 -2.5407 -1.7173
C 3.4131 -3.0256 -1.2177
C 5.8876 -3.4419 -1.1955
C 2.3261 1.1363 -2.2966
C 1.1470 1.6983 -1.8693
N -3.7361 -0.1288 2.1722
C -2.9423 -0.2062 3.3655
H -5.4105 -1.7939 3.7308
H -5.8901 -2.7221 2.3066
H -4.2298 -2.8125 2.9043
H -6.0677 -1.1388 0.1407
H -4.7523 1.0529 -0.6834
H -2.9414 2.6837 0.4642
H -2.5806 2.3878 2.1745
H -1.0559 0.5294 1.0527
H 1.0740 0.4408 1.2682
H 3.1374 -0.5570 0.5275
H 6.0691 -0.8222 -1.6102
H 4.9833 -0.9738 -0.2190
H 4.7700 -2.5701 -2.8120
H 3.2269 -4.0378 -1.5694
H 2.6133 -2.3860 -1.5836
H 3.3850 -3.0334 -0.1297
H 5.9283 -3.4064 -0.1086
H 6.8530 -3.1292 -1.5860
H 5.7119 -4.4710 -1.4980
H 2.7106 1.3272 -3.2860
H 0.5790 2.3497 -2.5157
H -3.5791 -0.1618 4.2529
H -2.3819 -1.1453 3.3951
H -2.2380 0.6213 3.4028

The HOMO energy is -7.90 eV. As for the spin multiplicity: 1. The SMILES is Cc1ccc(CNC(=O)c2ccc(OCC(C)C)cc2)n1C. The calculation puts the orbital gap at 0.31049 Eh.

Atomic partial charges in e from the Mulliken method, atoms 1 to 2:
1 C -1.3676
2 C 0.6469



b.
Formula: C18H24N2O2
Source: OMol25
Level of theory: wB97M-V/def2-TZVPD

Element x y z (Å)
C -4.8581 -1.3786 1.5604
C -3.8423 -1.0044 0.5426
N -3.6779 0.2460 0.1439
N -2.6993 0.2297 -0.7714
C -2.2519 1.4742 -1.3315
C -1.7471 2.4092 -0.2134
O -2.7823 2.7863 0.6440
C -0.6046 1.7333 0.5689
O 0.4178 1.4154 -0.3475
C 1.5569 0.8158 0.1159
C 1.7870 0.4656 1.4397
C 2.9814 -0.1442 1.8056
C 3.9384 -0.3969 0.8485
C 3.7059 -0.0474 -0.4812
C 2.5267 0.5512 -0.8570
C 4.8785 -0.4289 -1.3357
C 6.0013 -0.6528 -0.3101
C 5.2862 -1.0404 0.9942
C -2.2138 -1.0210 -0.9615
C -1.1088 -1.3130 -1.9103
C -2.9393 -1.8547 -0.1277
C -2.8322 -3.3296 0.0490
H -5.5635 -2.0965 1.1436
H -4.3787 -1.8398 2.4236
H -5.3980 -0.4926 1.8820
H -1.4501 1.2844 -2.0427
H -3.0909 1.9639 -1.8365
H -1.3582 3.3258 -0.6716
H -3.3439 1.9961 0.7848
H -0.2454 2.4279 1.3384
H -0.9832 0.8278 1.0640
H 1.0480 0.6657 2.1988
H 3.1495 -0.4093 2.8392
H 2.3310 0.8341 -1.8800
H 5.1296 0.3351 -2.0710
H 4.6534 -1.3534 -1.8751
H 6.7138 -1.4100 -0.6337
H 6.5435 0.2821 -0.1599
H 5.8219 -0.7000 1.8804
H 5.1715 -2.1258 1.0679
H -0.8513 -2.3674 -1.8628
H -0.2228 -0.7295 -1.6623
H -1.4035 -1.0765 -2.9331
H -3.7344 -3.8231 -0.3139
H -1.9793 -3.7270 -0.4954
H -2.7177 -3.5775 1.1038

The HOMO energy is -8.30 eV. As for the spin multiplicity: 1. The SMILES is Cc1nn(C[C@@H](O)COc2ccc3c(c2)CCC3)c(C)c1C. The calculation puts the orbital gap at 0.33344 Eh.

Atomic partial charges in e from the Mulliken method, atoms 1 to 2:
1 C -1.2347
2 C 0.8456



Ranked by calculated energy, most stable first: a, b.



a.
Formula: C4H10N3O
Source: OMol25
Level of theory: wB97M-V/def2-TZVPD

Element x y z (Å)
C -1.4255 -1.7976 1.7254
C -1.1912 -0.3485 1.3185
N -0.2508 0.0290 0.4707
N -0.0524 1.2770 0.0580
N 1.0121 1.6453 -0.4450
C 1.1912 2.9543 -0.8977
O 0.7036 -1.1594 -0.1302
C 0.5610 -1.5277 -1.4840
H -2.5305 -2.0590 1.9516
H -0.7464 -2.5664 1.3235
H -1.0350 -1.7062 2.7851
H -1.7620 0.4792 1.6097
H 0.1127 3.2675 -0.9119
H 1.7814 3.0321 -1.8197
H 1.8076 3.3733 -0.1171
H -0.1569 -2.3112 -1.6100
H 1.6151 -1.9250 -1.7957
H 0.3658 -0.6566 -2.0311

The HOMO energy is -13.98 eV. As for the spin multiplicity: 1. As for the total charge: +1. The SMILES is C/C=[N+](/N=N/C)OC. The calculation puts the orbital gap at 0.31414 Eh.

Atomic partial charges in e from the Mulliken method, atoms 1 to 2:
1 C -0.9050
2 C -0.0225



b.
Formula: C4H10N3O
Source: OMol25
Level of theory: wB97M-V/def2-TZVPD

Element x y z (Å)
C 0.4220 1.0700 0.2771
C 0.5456 -1.3524 0.2323
C 2.5575 0.2028 -0.1269
C -2.3342 0.9926 -0.2814
N 1.0905 -0.0027 0.0868
N -1.4245 0.3555 0.5913
N -1.0424 -1.0353 0.2655
O 0.4787 2.2028 0.2663
H 0.7237 -1.9316 -0.6543
H 0.9458 -1.7432 1.2093
H 3.1661 -0.5304 0.3039
H 2.7717 0.1370 -1.2012
H 2.7494 1.1596 0.1502
H -1.8878 1.8498 -0.6578
H -2.6985 0.3426 -1.1029
H -3.1072 1.3548 0.3453
H -1.4609 -1.3659 -0.6355
H -1.4954 -1.7059 0.9320

The HOMO energy is -13.39 eV. As for the spin multiplicity: 1. As for the total charge: +1. The calculation puts the orbital gap at 0.36468 Eh.

Atomic partial charges in e from the Mulliken method, atoms 1 to 2:
1 C 0.7104
2 C -0.4212



Ranked by calculated energy, most stable first: b, a.